[1]
DFT (the ωB97M-V functional and the def2-TZVPD basis) results for a molecular structure, C53H55BrFN4O3P2ScSi.

Geometry (Å):
Sc (-0.365773, -0.807065, -0.718398)
O (4.455174, -1.026406, 0.802480)
C (4.669657, -2.352380, 0.571326)
C (5.924934, -2.872313, 0.862215)
C (6.176702, -4.218045, 0.663182)
C (5.179485, -5.061723, 0.186637)
C (3.929447, -4.538666, -0.093891)
C (3.662942, -3.184770, 0.081304)
C (2.317986, -2.642145, -0.308394)
O (1.818665, -1.656425, 0.736400)
N (2.341072, -2.009195, -1.539829)
N (1.123988, -1.372797, -1.898910)
C (0.982707, -1.463204, -3.302833)
C (0.306827, -0.612465, -4.117281)
Br (0.049990, 1.240997, -3.271641)
C (-0.217279, -0.665710, -5.381230)
C (-0.530334, -1.838924, -6.158190)
C (-0.246126, -3.171972, -5.803881)
C (-0.611471, -4.235767, -6.619619)
C (-1.247053, -4.028351, -7.832754)
C (-1.516418, -2.715690, -8.219783)
C (-1.168978, -1.656051, -7.407316)
H (3.498609, -0.868280, 0.742216)
H (6.685989, -2.203495, 1.243726)
H (7.158730, -4.614113, 0.888674)
H (5.377554, -6.113893, 0.033254)
H (3.141521, -5.177137, -0.477974)
H (1.547061, -3.408903, -0.296377)
H (3.159605, -1.430884, -1.712983)
H (1.499864, -2.301027, -3.751936)
H (-0.409644, 0.280048, -5.872437)
H (0.262792, -3.384571, -4.874192)
H (-0.381583, -5.245274, -6.295823)
H (-1.518160, -4.861827, -8.468196)
H (-2.006261, -2.518627, -9.166574)
H (-1.395996, -0.644412, -7.726040)
C (-3.357412, -4.304517, -0.379266)
Si (-2.207647, -3.576771, -1.688807)
C (-2.752315, -4.086963, -3.401656)
C (-0.538823, -4.377576, -1.396589)
N (-2.074695, -1.848382, -1.439006)
C (-3.184570, -1.082522, -1.728354)
C (-4.455222, -1.500273, -2.173050)
C (-5.457565, -0.590057, -2.478525)
C (-5.274867, 0.779283, -2.352907)
C (-4.052375, 1.242620, -1.878100)
C (-3.111686, 0.301629, -1.572642)
F (-1.886500, 0.738620, -1.047584)
H (-3.462968, -5.385850, -0.507615)
H (-4.357660, -3.866970, -0.396008)
H (-2.932651, -4.130112, 0.615051)
H (-2.599529, -5.164406, -3.519457)
H (-2.136109, -3.588541, -4.156004)
H (-3.795301, -3.879388, -3.644457)
H (-0.618169, -5.431328, -1.682927)
H (-0.251054, -4.359798, -0.340665)
H (0.244551, -3.921278, -2.006498)
H (-4.663593, -2.552855, -2.302925)
H (-6.405782, -0.970488, -2.837917)
H (-6.058169, 1.473768, -2.621092)
H (-3.825443, 2.293350, -1.748819)
N (-1.603289, -2.096439, 3.279816)
C (-0.664413, -1.689003, 2.424411)
O (-0.981489, -1.383459, 1.267402)
C (0.747876, -1.600367, 2.912641)
C (1.732166, -2.304576, 1.998726)
H (-2.556340, -2.157357, 2.955959)
H (-1.376827, -2.366757, 4.219906)
H (0.841317, -2.003852, 3.921977)
H (0.988566, -0.536222, 2.979219)
H (1.442929, -3.353080, 1.854807)
H (2.711365, -2.306312, 2.485064)
C (1.326573, 2.627457, 2.450602)
P (0.430425, 2.147083, 0.900430)
C (1.711514, 2.581911, -0.329510)
C (1.590279, 3.554988, -1.314241)
C (2.612388, 3.745887, -2.235746)
C (3.755192, 2.965273, -2.193696)
C (3.883520, 1.983423, -1.218340)
C (2.866544, 1.800130, -0.298362)
C (-0.785978, 3.505304, 0.780236)
C (-2.143335, 3.207112, 0.747630)
C (-3.088462, 4.222901, 0.664677)
C (-2.682650, 5.546256, 0.607817)
C (-1.328402, 5.858156, 0.652694)
C (-0.389488, 4.844844, 0.743560)
P (0.516582, 1.968729, 3.969428)
C (1.463475, 2.789542, 5.306525)
C (2.262784, 3.919567, 5.147994)
C (2.924140, 4.475874, 6.234267)
C (2.791099, 3.913565, 7.495805)
C (1.999802, 2.786313, 7.666464)
C (1.349310, 2.226485, 6.577273)
C (-1.061899, 2.892450, 4.012776)
C (-1.136906, 4.282461, 4.082469)
C (-2.366691, 4.918155, 4.098362)
C (-3.538827, 4.170653, 4.051423)
C (-3.476952, 2.788230, 3.986564)
C (-2.240373, 2.153567, 3.967806)
H (1.455412, 3.711268, 2.450499)
H (2.324891, 2.184702, 2.403523)
H (0.691579, 4.151470, -1.390258)
H (2.496777, 4.495143, -3.008553)
H (4.539913, 3.110144, -2.924644)
H (4.769644, 1.362609, -1.172416)
H (2.968315, 1.037231, 0.465697)
H (-2.468009, 2.175000, 0.795022)
H (-4.141887, 3.971771, 0.645491)
H (-3.418031, 6.337280, 0.531379)
H (-1.006587, 6.891260, 0.610501)
H (0.663600, 5.097181, 0.768753)
H (2.383820, 4.374495, 4.172623)
H (3.545121, 5.351466, 6.094353)
H (3.307268, 4.348880, 8.341669)
H (1.895610, 2.337684, 8.645991)
H (0.742539, 1.337610, 6.712354)
H (-0.226405, 4.872090, 4.126811)
H (-2.415286, 5.998760, 4.142874)
H (-4.498994, 4.671051, 4.063035)
H (-4.387045, 2.202967, 3.949357)
H (-2.188492, 1.071304, 3.911980)

Atoms 1-3, force components in eV/Å:
Sc 0.1 0.1 -0.3
O 0.1 0.0 0.0
C 0.0 0.0 0.1

Maximum force = 0.5 eV/A
Orbital gap = 4.34 eV
Highest occupied orbital energy = -4.533 eV
ΔE to the lowest compared entry with this formula, charge and spin = 71.22 kcal/mol

[2]
DFT (the ωB97M-V functional and the def2-TZVPD basis) results for a molecular structure, C53H57Ge2P2SiTl.

Geometry (Å):
Tl (0.351264, -0.932507, 0.338591)
C (-0.325875, -4.217333, -0.801182)
Si (-0.682216, -2.464837, -1.396321)
C (-2.584396, -2.325162, -1.362836)
C (-3.334702, -2.676822, -2.491916)
C (-4.718789, -2.647959, -2.486476)
C (-5.401551, -2.264833, -1.337892)
C (-4.684849, -1.912900, -0.209212)
C (-3.289182, -1.948492, -0.211772)
P (-2.378435, -1.370996, 1.263154)
C (-3.162765, 0.266593, 1.480253)
C (-2.874149, 1.218101, 0.500354)
C (-3.372882, 2.506014, 0.604713)
C (-4.164478, 2.860630, 1.689900)
C (-4.468501, 1.915562, 2.658132)
C (-3.972639, 0.621851, 2.553362)
C (-2.970082, -2.368847, 2.664189)
C (-3.731280, -3.523277, 2.522576)
C (-4.047834, -4.295031, 3.634363)
C (-3.607707, -3.920232, 4.892873)
C (-2.835389, -2.773496, 5.041834)
C (-2.508362, -2.011444, 3.934702)
C (-0.116775, -2.323113, -3.198808)
C (-0.227182, -3.489597, -3.966778)
C (0.126691, -3.530945, -5.304889)
C (0.613234, -2.385012, -5.912252)
C (0.739837, -1.218327, -5.176208)
C (0.379181, -1.165018, -3.829740)
P (0.589222, 0.390715, -2.856896)
C (-1.029517, 1.213492, -3.109792)
C (-1.146395, 2.592817, -2.921593)
C (-2.384561, 3.212386, -2.982004)
C (-3.533358, 2.463016, -3.204834)
C (-3.430181, 1.092636, -3.384841)
C (-2.186390, 0.476135, -3.350008)
C (1.713504, 1.381560, -3.906474)
C (1.318233, 2.132267, -5.014576)
C (2.247592, 2.859441, -5.741777)
C (3.586668, 2.845255, -5.371567)
C (3.990574, 2.110015, -4.267979)
C (3.056221, 1.390957, -3.535329)
H (-0.870793, -4.981927, -1.359588)
H (-0.625161, -4.297895, 0.247510)
H (0.742831, -4.435036, -0.856334)
H (-2.820701, -2.969589, -3.401641)
H (-5.268872, -2.919364, -3.379193)
H (-6.483484, -2.234172, -1.326833)
H (-5.213410, -1.592659, 0.682125)
H (-2.249800, 0.955294, -0.349220)
H (-3.136156, 3.230642, -0.163683)
H (-4.544830, 3.870240, 1.777512)
H (-5.092249, 2.181688, 3.501940)
H (-4.215042, -0.102153, 3.320365)
H (-4.079727, -3.826850, 1.543440)
H (-4.640767, -5.192097, 3.511074)
H (-3.856487, -4.522285, 5.756981)
H (-2.477691, -2.482478, 6.020992)
H (-1.887442, -1.129051, 4.051662)
H (-0.594847, -4.396915, -3.501026)
H (0.031124, -4.451760, -5.866223)
H (0.900305, -2.396950, -6.956101)
H (1.137659, -0.339024, -5.664243)
H (-0.261519, 3.188191, -2.729663)
H (-2.453438, 4.284986, -2.846668)
H (-4.501328, 2.946315, -3.239971)
H (-4.317117, 0.495053, -3.556500)
H (-2.124462, -0.589178, -3.512740)
H (0.274882, 2.149613, -5.306795)
H (1.927307, 3.438071, -6.598910)
H (4.311399, 3.415211, -5.938694)
H (5.030457, 2.105651, -3.967970)
H (3.369682, 0.834970, -2.658124)
C (5.056217, -2.797137, 1.511787)
C (3.594337, -3.088290, 1.178755)
Ge (2.272035, -1.798739, 1.915308)
C (1.786583, -2.421902, 3.727848)
C (2.980996, -2.595849, 4.663418)
C (3.239018, -0.082702, 2.064630)
C (2.767634, 1.145289, 1.758723)
Ge (0.856663, 1.423097, 1.314852)
C (-0.185071, 1.548795, 2.991944)
C (0.226071, 2.566031, 4.052568)
C (0.561233, 2.923900, 0.069460)
C (0.668632, 4.360418, 0.579107)
C (3.708614, 2.295844, 1.750920)
C (3.455633, 3.470314, 2.458320)
C (4.373168, 4.509799, 2.459607)
C (5.550676, 4.405157, 1.732617)
C (5.805970, 3.251712, 1.005375)
C (4.893585, 2.207106, 1.016215)
H (5.718560, -3.569609, 1.113222)
H (5.231305, -2.736893, 2.588126)
H (5.373895, -1.845045, 1.082301)
H (3.306999, -4.078696, 1.545103)
H (3.468334, -3.118772, 0.093744)
H (1.244692, -3.365250, 3.618795)
H (1.074033, -1.706355, 4.148538)
H (3.667750, -3.360799, 4.294182)
H (2.667859, -2.899541, 5.665753)
H (3.547001, -1.667173, 4.763498)
H (4.290946, -0.124257, 2.361127)
H (-0.130578, 0.540895, 3.418645)
H (-1.225198, 1.707620, 2.699470)
H (1.231328, 2.367384, 4.430665)
H (-0.451231, 2.532558, 4.910007)
H (0.206904, 3.587200, 3.667278)
H (-0.448208, 2.753073, -0.315939)
H (1.234650, 2.761608, -0.778326)
H (0.042321, 4.518612, 1.459988)
H (0.338340, 5.071423, -0.183817)
H (1.691246, 4.621221, 0.847101)
H (2.535725, 3.564132, 3.020350)
H (4.165505, 5.408393, 3.027228)
H (6.261363, 5.221608, 1.727953)
H (6.715659, 3.166417, 0.424149)
H (5.076680, 1.307596, 0.440880)

Atoms 1-3, force components in eV/Å:
Tl -0.1 0.0 0.0
C 0.0 0.0 0.0
Si 0.0 0.0 0.1

Maximum force = 0.4 eV/A
Orbital gap = 7.09 eV
Highest occupied orbital energy = -6.576 eV
ΔE to the lowest compared entry with this formula, charge and spin = 3.19 kcal/mol

Among the records above, which one has the highest ΔE to the lowest compared entry with this formula, charge and spin?
C53H55BrFN4O3P2ScSi

Which of these has the lowest ΔE to the lowest compared entry with this formula, charge and spin?
C53H57Ge2P2SiTl

Which value of highest occupied orbital energy does entry 2 give?
-6.576 eV

Among the records above, which one has the lowest maximum force?
C53H57Ge2P2SiTl